No. 1
C34H38AsIrN8O4S | ωB97M-V/def2-TZVPD

Each line ends with the Mulliken spin population.
Positions of all 87 atoms, in Å:
1 Ir -0.64045 -0.29404 0.01753  2.6176
2 N -2.31495 7.72438 -1.62398  0.3286
3 C -1.95864 6.55578 -1.14959  0.1434
4 C -2.53460 6.08530 0.08313  0.1935
5 C -2.16084 4.87342 0.57023  -0.0779
6 C -1.21284 4.11282 -0.14751  0.2660
7 C -0.63103 4.54920 -1.36323  -0.0592
8 C -0.99372 5.75830 -1.86489  0.1865
9 S -0.84574 2.47511 0.43131  0.0891
10 O 0.44866 2.08171 -0.08914  0.1038
11 O -1.04253 2.43335 1.85273  0.0233
12 N -1.90920 1.50774 -0.33262  0.2398
13 C -3.03557 1.08561 0.46138  -0.0020
14 N -4.04441 1.89054 0.69900  0.0016
15 C -5.00952 1.39310 1.49210  0.0064
16 C -4.94642 0.12145 2.04271  -0.0008
17 C -3.85067 -0.64528 1.71707  0.0128
18 N -2.89428 -0.17211 0.90219  0.0972
19 H -2.98668 8.31150 -1.13757  -0.0130
20 H -1.92165 8.08940 -2.48616  -0.0129
21 H -3.25769 6.69820 0.61427  -0.0059
22 H -2.57430 4.49684 1.50080  -0.0009
23 H 0.09857 3.92699 -1.87195  -0.0010
24 H -0.56551 6.12948 -2.79165  -0.0052
25 H -5.85624 2.04228 1.68517  -0.0006
26 H -5.72323 -0.25905 2.69466  0.0005
27 H -3.73287 -1.65625 2.08614  0.0019
28 N -1.41237 -2.06536 -1.20971  0.1796
29 C -1.53865 -1.59501 -2.61533  -0.0040
30 C -1.51318 -2.72693 -3.63634  0.0097
31 C -0.17770 -3.48807 -3.81439  0.0016
32 C 0.32186 -3.41990 -5.25431  0.0005
33 N 0.77760 -2.07173 -5.60048  -0.0001
34 C 2.03373 -1.66769 -5.72505  0.0000
35 N 2.29909 -0.36358 -5.64346  -0.0001
36 N 3.02777 -2.53425 -5.93489  0.0000
37 C -0.43443 -0.58626 -2.85781  0.0202
38 O -0.31941 -0.05308 -3.95136  0.0240
39 O 0.37717 -0.42165 -1.83113  0.2176
40 H -0.74973 -2.82995 -1.14087  0.0017
41 H -2.30211 -2.38928 -0.84426  0.0002
42 H -2.48248 -1.06249 -2.72367  0.0033
43 H -1.83231 -2.28997 -4.58631  0.0012
44 H -2.30133 -3.43354 -3.36273  0.0013
45 H -0.31423 -4.54212 -3.56869  -0.0003
46 H 0.60790 -3.10177 -3.14913  -0.0018
47 H -0.48594 -3.68782 -5.93057  0.0002
48 H 1.11777 -4.13917 -5.41491  0.0000
49 H 0.11049 -1.33517 -5.42570  -0.0001
50 H 1.58882 0.27109 -5.32097  -0.0002
51 H 3.21707 -0.00347 -5.83142  0.0000
52 H 2.83098 -3.48411 -6.19152  0.0000
53 H 3.94800 -2.19793 -6.16057  0.0000
54 C 4.60009 2.18251 2.63639  0.0127
55 C 4.72102 0.93140 2.05370  -0.0051
56 C 3.59407 0.14305 1.84619  0.0121
57 C 2.34840 0.62126 2.22850  0.0253
58 C 2.21697 1.88597 2.80083  0.0033
59 C 3.34897 2.66074 3.01011  -0.0055
60 As 0.80578 -0.52071 2.06506  0.2689
61 C 1.55366 -2.27014 1.75930  0.0184
62 C 1.80646 -2.68269 0.44648  0.0248
63 C 2.39629 -3.91902 0.21295  0.0098
64 C 2.73129 -4.73614 1.28584  0.0065
65 C 2.48529 -4.31645 2.58775  0.0028
66 C 1.89317 -3.08448 2.82965  0.0071
67 C 0.04769 -0.63471 3.82055  0.0293
68 C -1.23773 -1.13831 3.97008  -0.0142
69 C -1.75636 -1.34657 5.23965  -0.0027
70 C -0.98478 -1.04923 6.35487  0.0042
71 C 0.30349 -0.55426 6.20132  -0.0004
72 C 0.82902 -0.34036 4.93078  0.0068
73 H 5.48528 2.78492 2.81014  0.0005
74 H 5.69597 0.55813 1.76730  -0.0001
75 H 3.69835 -0.83987 1.41005  0.0015
76 H 1.24733 2.25298 3.10359  0.0022
77 H 3.25657 3.63588 3.47548  -0.0002
78 H 1.58912 -2.02709 -0.38881  -0.0061
79 H 2.61128 -4.23973 -0.80250  0.0008
80 H 3.18924 -5.70205 1.10767  0.0003
81 H 2.75790 -4.95025 3.42293  0.0004
82 H 1.69789 -2.77222 3.84565  0.0006
83 H -1.82513 -1.38276 3.09668  0.0074
84 H -2.75882 -1.74670 5.36163  0.0000
85 H -1.38741 -1.20625 7.34925  0.0002
86 H 0.91007 -0.33499 7.07440  0.0004
87 H 1.83156 0.04157 4.82001  0.0006

The energy relative to the best compared isomer or geometry (same formula, charge and spin) comes out at 25.1 kcal/mol. For the largest force on an atom, the calculation gives 1.15 eV Å⁻¹. Its total charge is +3. The LUMO energy (spin up / spin down) comes out at -7.013 / -10.571 eV. As for the spin multiplicity: 6. Its expectation value of S² is 8.80.

***

No. 2
C34H38AsN12O4Pr | ωB97M-V/def2-TZVPD

Each line ends with the Mulliken spin population.
Positions of all 90 atoms, in Å:
1 Pr -1.37318 0.19878 1.16730  1.9890
2 C 0.88997 -1.97979 -6.66312  0.0000
3 C -0.07401 -2.79163 -5.77154  0.0000
4 C -1.39003 -2.91629 -6.13669  0.0000
5 C -2.25912 -3.60966 -5.25261  0.0000
6 C -1.77268 -4.22113 -4.13292  0.0000
7 C -0.39995 -4.28329 -3.84709  0.0000
8 C 0.40386 -3.66218 -4.76685  0.0000
9 H 0.37556 -1.15812 -7.16296  0.0000
10 H 1.42633 -2.61059 -7.41397  0.0000
11 H 1.64058 -1.39880 -6.05132  0.0000
12 H -1.69711 -2.49413 -7.08593  0.0000
13 H -3.30102 -3.69975 -5.54229  0.0000
14 H -2.52482 -4.68164 -3.41761  0.0000
15 H -0.06673 -4.89572 -3.05759  0.0000
16 H 1.48069 -3.69779 -4.77355  0.0000
17 N -2.78413 -3.59906 1.12603  0.0001
18 C -1.51501 -3.34511 0.70347  0.0022
19 N -0.78195 -4.32928 0.12576  -0.0001
20 N 0.41350 -3.77393 0.03320  0.0001
21 N 0.36983 -2.44180 0.34887  0.0002
22 N -0.86348 -2.14840 0.80440  -0.0024
23 C -3.76601 -2.62800 1.28383  0.0007
24 N -5.02295 -2.98674 1.38940  0.0000
25 N -5.71284 -1.78943 1.31920  0.0001
26 N -4.78544 -0.78896 1.34746  0.0004
27 N -3.52548 -1.28989 1.33189  0.0023
28 H -3.02329 -4.58258 0.97177  0.0001
29 C -4.50840 2.61094 -1.66702  -0.0003
30 C -3.30637 1.83443 -1.15567  -0.0015
31 N -3.45994 1.16410 -0.01725  -0.0050
32 O -4.57386 1.66770 0.70776  0.0003
33 C -2.21646 1.89602 -2.05446  0.0032
34 C -2.08063 2.85418 -3.22375  0.0003
35 N -1.08012 1.14296 -2.07134  0.0024
36 O -0.98979 0.56049 -0.86680  -0.0040
37 H -5.44253 2.06484 -1.34946  0.0001
38 H -4.33633 2.71206 -2.76047  0.0001
39 H -4.54982 3.57341 -1.22284  0.0003
40 H -4.90015 0.74365 1.09691  0.0004
41 H -1.97436 2.24390 -4.15356  -0.0001
42 H -1.26087 3.55487 -3.04733  -0.0001
43 H -2.94791 3.44941 -3.38690  0.0000
44 C -3.85429 3.75077 5.21407  0.0001
45 N -3.09519 2.60137 4.69313  -0.0002
46 C -3.10817 1.42490 5.61361  0.0001
47 C -2.63869 2.60277 3.43711  -0.0003
48 O -2.01390 1.61107 2.88692  0.0041
49 H -4.95711 3.80453 4.94413  0.0000
50 H -3.34312 4.59583 4.76923  0.0000
51 H -3.80715 3.78772 6.29331  0.0000
52 H -2.67003 1.75067 6.54757  0.0000
53 H -2.43379 0.65094 5.20032  -0.0002
54 H -4.13548 1.00199 5.75541  0.0000
55 H -2.89878 3.45857 2.80944  0.0002
56 O 0.91034 0.73891 1.63646  0.0072
57 As 2.60083 0.73118 1.57482  -0.0002
58 C 3.41848 2.56054 1.23299  -0.0002
59 C 2.53658 3.59391 1.03820  0.0000
60 C 2.96378 4.85230 0.58322  0.0000
61 C 4.31784 5.04646 0.25622  0.0000
62 C 5.22363 3.98967 0.50215  0.0000
63 C 4.79373 2.75805 0.99258  0.0000
64 C 3.25939 -0.04308 -0.10218  -0.0002
65 C 3.50509 -1.41877 -0.20209  0.0001
66 C 3.46100 -2.00034 -1.46102  0.0000
67 C 3.47575 -1.20263 -2.65322  0.0000
68 C 3.32302 0.15487 -2.53198  0.0000
69 C 3.19308 0.70661 -1.26448  0.0002
70 C 3.29135 -0.55031 2.88620  0.0000
71 C 4.64007 -0.85985 2.80872  0.0002
72 C 5.13176 -1.92730 3.64614  0.0001
73 C 4.28817 -2.59726 4.53999  0.0000
74 C 2.95856 -2.16824 4.68109  0.0001
75 C 2.48288 -1.23157 3.79552  0.0001
76 H 1.53197 3.45715 1.33950  0.0001
77 H 2.24743 5.61735 0.33100  0.0000
78 H 4.63335 6.03784 0.05776  0.0000
79 H 6.24839 4.14580 0.26548  0.0000
80 H 5.51008 1.94138 1.30142  0.0000
81 H 3.54648 -2.10565 0.70757  0.0000
82 H 3.28492 -3.05164 -1.55945  0.0000
83 H 3.44002 -1.63866 -3.66223  0.0000
84 H 3.28034 0.89740 -3.34957  0.0000
85 H 2.88840 1.74328 -1.25384  0.0000
86 H 5.37893 -0.46084 2.05263  0.0001
87 H 6.15867 -2.22741 3.55586  0.0000
88 H 4.63171 -3.50249 5.04192  0.0000
89 H 2.25658 -2.58782 5.36683  0.0000
90 H 1.40957 -0.90802 3.97720  -0.0002

The energy relative to the best compared isomer or geometry (same formula, charge and spin) comes out at 27.2 kcal/mol. For the largest force on an atom, the calculation gives 5.58 eV Å⁻¹. The LUMO energy (spin up / spin down) comes out at -0.163 / -0.163 eV. As for the spin multiplicity: 3. Its expectation value of S² is 2.00.

***

No. 3
C34H38B2Br2F4N10O8Y | ωB97M-V/def2-TZVPD

Each line ends with the natural charge from an NBO analysis.
Positions of all 99 atoms, in Å:
1 Y -0.52715 -0.67723 0.16975  1.8057
2 C -1.26691 -3.65769 3.95554  -0.6868
3 C -1.05010 -3.26699 2.53405  0.2376
4 N -1.40709 -2.13274 2.02588  -0.0953
5 O -2.05154 -1.28149 2.83216  -0.5202
6 B -3.56631 -1.27782 2.63345  1.2645
7 F -4.01188 -2.59267 2.70666  -0.5388
8 F -4.09002 -0.44139 3.58027  -0.5168
9 O -3.89755 -0.70508 1.28775  -0.5576
10 N -3.13208 -1.20578 0.29378  -0.1554
11 C -3.75942 -1.58980 -0.75187  0.2440
12 C -5.23763 -1.48090 -0.93091  -0.6912
13 C -2.90183 -2.23327 -1.78028  0.2586
14 N -1.64875 -2.27828 -1.51613  -0.1973
15 O -0.93908 -3.03221 -2.39644  -0.5482
16 B 0.31147 -3.57697 -1.84330  1.2756
17 F 0.90203 -4.36864 -2.76282  -0.4970
18 F 1.13327 -2.57113 -1.32820  -0.5110
19 O -0.05856 -4.45344 -0.62015  -0.3154
20 N -0.45026 -3.72492 0.34963  0.0568
21 C -0.35624 -4.13085 1.58355  0.3144
22 C 0.41615 -5.32776 2.00427  -0.6919
23 C -3.46781 -2.88852 -2.99536  -0.6842
24 H -2.17313 -3.18537 4.32402  0.2797
25 H -0.42825 -3.30390 4.56331  0.2525
26 H -1.34493 -4.73745 4.06777  0.2373
27 H -5.67763 -1.04870 -0.03960  0.2703
28 H -5.68602 -2.45935 -1.10934  0.2420
29 H -5.45954 -0.84442 -1.79109  0.2383
30 H 1.13854 -5.60324 1.24191  0.2645
31 H -0.27915 -6.16127 2.14534  0.2661
32 H 0.92862 -5.14181 2.94664  0.2556
33 H -4.54877 -2.80491 -3.03956  0.2333
34 H -3.17608 -3.93966 -3.01313  0.2625
35 H -3.03275 -2.43881 -3.89048  0.2496
36 O -4.84475 4.03147 2.38323  -0.6300
37 C -3.88810 3.17205 2.00962  0.3739
38 C -2.99258 2.57877 2.89258  -0.3179
39 C -2.07007 1.68318 2.40200  0.1050
40 N -1.98292 1.35707 1.10392  -0.5629
41 C -2.82875 1.96899 0.28452  0.1854
42 Br -2.64271 1.53090 -1.55126  0.1569
43 C -3.79356 2.86928 0.65373  -0.2944
44 H -4.85875 4.13582 3.34157  0.4956
45 H -3.03559 2.78395 3.95503  0.2351
46 H -1.37652 1.17998 3.05871  0.2480
47 H -4.46306 3.32455 -0.06164  0.2490
48 Br 3.68570 -3.16045 2.00672  0.0903
49 C 3.20861 -2.00539 3.43543  -0.0573
50 C 3.99269 -2.12811 4.57416  -0.2455
51 C 3.72402 -1.36218 5.69688  -0.1654
52 C 2.66681 -0.46605 5.69191  -0.2054
53 C 1.89755 -0.33268 4.55134  -0.1730
54 C 2.14865 -1.08940 3.40297  -0.1567
55 C 1.23856 -0.83332 2.24181  0.7784
56 O 1.23773 -1.59257 1.22060  -0.8004
57 O 0.43286 0.13118 2.28476  -0.7419
58 H 4.81528 -2.82988 4.57465  0.2377
59 H 4.34735 -1.47122 6.57539  0.2296
60 H 2.44462 0.12518 6.57100  0.2268
61 H 1.07599 0.36893 4.51726  0.2392
62 C 2.79160 0.05233 -1.02231  -0.6703
63 C 1.76917 0.00836 -2.10502  0.4511
64 N 0.46092 -0.10821 -1.94931  -0.6107
65 C -0.08095 -0.19635 -3.21952  -0.0582
66 C 0.90338 -0.11280 -4.13919  -0.0766
67 N 2.08003 0.00513 -3.42425  -0.3441
68 C 3.37447 0.35688 -3.99292  -0.0412
69 N 3.65913 1.76326 -3.86630  -0.2281
70 N 4.47075 2.19660 -2.86324  -0.0245
71 N 4.42241 3.46877 -2.80040  -0.1951
72 C 3.53656 3.92391 -3.76152  0.0274
73 C 3.13594 5.22271 -4.08617  -0.1763
74 C 2.21641 5.36102 -5.09962  -0.2209
75 C 1.70437 4.24266 -5.78820  -0.1797
76 C 2.09524 2.95732 -5.48372  -0.2514
77 C 3.02686 2.82569 -4.45038  0.1454
78 H 2.32325 0.31366 -0.07937  0.2374
79 H 3.57612 0.77656 -1.23308  0.2602
80 H 3.24420 -0.93485 -0.90317  0.2637
81 H -1.13837 -0.31517 -3.38351  0.2234
82 H 0.87657 -0.16660 -5.21516  0.2332
83 H 3.36464 0.07906 -5.04337  0.2275
84 H 4.16746 -0.18110 -3.48323  0.2478
85 H 3.54397 6.07618 -3.56005  0.2374
86 H 1.88203 6.34890 -5.38897  0.2278
87 H 0.98617 4.40117 -6.58288  0.2258
88 H 1.70186 2.10749 -6.02495  0.2183
89 C 1.64183 2.87736 1.40689  -0.6225
90 C 0.82088 2.86192 0.11883  0.0451
91 C -0.11556 4.06134 -0.02023  -0.6264
92 O 0.18410 1.67470 -0.11843  -0.3355
93 H 2.17279 3.82485 1.49036  0.2272
94 H 2.36703 2.06379 1.42252  0.2183
95 H 0.97929 2.75594 2.26502  0.2245
96 H 1.54456 2.93407 -0.72542  0.2505
97 H -0.81432 4.08206 0.82027  0.2138
98 H -0.68043 4.00164 -0.95063  0.2248
99 H 0.46297 4.98418 -0.01337  0.2292

For the largest force on an atom, the calculation gives 1.19 eV Å⁻¹. Its total charge is +1. The LUMO energy (spin up / spin down) comes out at -4.486 / -5.751 eV.

***

Question: Look up the largest force on an atom of the first one.
Answer: 1.15 eV Å⁻¹

***

Question: Which of these has the highest largest force on an atom?
Answer: C34H38AsN12O4Pr